(1)
# C11H22NO6S

A cluster of 3 separate species, C11H22NO6S in total (the ωB97M-V functional and the def2-TZVPD basis, OMol25).

Last column: Löwdin charge in e.
Atoms and positions in Å:
C (1.74042, -3.27052, 2.13163)  -0.06
C (1.37805, -1.80570, 1.99303)  -0.14
N (-0.00429, -1.41144, 2.54441)  0.05
C (-0.85816, -2.46433, 3.16688)  -0.19
S (-2.24606, -2.93568, 2.11050)  0.70
O (-3.02183, -1.73354, 1.95154)  -0.32
O (-2.76909, -4.14626, 2.65789)  -0.29
H (2.79458, -3.36573, 1.85979)  0.10
H (1.15358, -3.90327, 1.46138)  0.09
H (1.65306, -3.63641, 3.15822)  0.08
H (1.37578, -1.49986, 0.95489)  0.10
H (2.10416, -1.17322, 2.50976)  0.13
H (-0.54489, -0.96965, 1.78896)  0.16
H (0.12305, -0.66807, 3.23039)  0.18
H (-1.36787, -2.03000, 4.03334)  0.13
H (-0.28483, -3.32658, 3.49334)  0.10
H (-1.62160, -3.17879, 0.92201)  0.08
O (-0.19410, -3.04753, -0.76099)  0.08
C (-0.10320, -2.10349, -1.50328)  -0.47
O (0.09161, -0.84300, -1.03677)  -0.01
C (0.05046, 0.10966, -2.13721)  -0.13
C (0.36859, -0.71899, -3.37198)  -0.13
C (-0.21319, -2.08079, -3.00510)  -0.06
H (-0.95247, 0.53896, -2.17446)  0.13
H (0.77556, 0.89731, -1.94436)  0.10
H (-0.04591, -0.28794, -4.27973)  0.13
H (1.44909, -0.79654, -3.49584)  0.13
H (-1.27147, -2.16944, -3.26153)  0.14
H (0.31817, -2.92787, -3.43096)  0.14
O (1.78493, 3.05173, -1.96419)  0.11
C (1.05400, 3.81592, -1.39825)  -0.49
O (1.46414, 4.99660, -0.90300)  0.04
C (0.39649, 5.63597, -0.17779)  -0.14
C (-0.88651, 5.01517, -0.72289)  -0.14
C (-0.41751, 3.61284, -1.09243)  -0.09
H (0.53891, 5.42798, 0.88496)  0.13
H (0.47416, 6.70724, -0.34073)  0.13
H (-1.70888, 5.04729, -0.01201)  0.12
H (-1.19609, 5.54567, -1.62388)  0.12
H (-0.47047, 2.91087, -0.25566)  0.13
H (-0.91038, 3.18143, -1.95987)  0.12

As for the spin multiplicity: 1. As for the energy above the lowest of the compared OMol25 structures with the same formula, charge and spin: 0.0 kcal/mol. As for the charge: +1.

(2)
# C11H22O11Rb

A structure of composition C11H22O11Rb in a non-equilibrium geometry (the ωB97M-V functional and the def2-TZVPD basis, OMol25).

Last column: Löwdin charge in e.
Atoms and positions in Å:
Rb (-0.81650, 1.60406, 0.02057)  0.95
O (0.03368, 4.33174, -0.14664)  -0.50
C (1.36270, 4.27518, 0.19773)  -0.55
C (1.84733, 3.47851, 1.40689)  -0.50
O (1.67420, 2.09854, 1.54650)  -0.47
H (1.77911, 5.32179, 0.25840)  0.07
H (1.99965, 3.96594, -0.69633)  0.07
H (1.48129, 3.96606, 2.35326)  0.07
H (2.94514, 3.70433, 1.54791)  0.07
C (1.58971, -5.09517, 3.68697)  -0.07
O (0.58567, -4.21092, 3.24737)  -0.01
C (0.97234, -2.93062, 3.10610)  -0.62
O (2.05737, -2.50192, 3.38664)  0.14
O (-0.04566, -2.25235, 2.61199)  0.01
C (0.14904, -0.83565, 2.43089)  -0.03
H (2.56704, -4.87980, 3.24971)  0.09
H (1.28996, -6.09634, 3.39248)  0.09
H (1.71942, -5.03257, 4.77062)  0.10
H (0.24293, -0.35937, 3.40154)  0.11
H (-0.75160, -0.49662, 1.92375)  0.03
H (0.98249, -0.56107, 1.78315)  0.09
C (2.88045, 1.10032, -1.40494)  -0.02
O (2.57479, 1.27893, -2.79462)  0.03
C (1.31222, 1.15073, -3.10299)  -0.63
O (0.45583, 0.76674, -2.34903)  -0.01
O (1.11909, 1.51242, -4.37122)  0.01
C (-0.25308, 1.50461, -4.79847)  -0.02
H (3.80148, 1.62616, -1.17020)  0.10
H (3.02487, 0.04051, -1.17946)  0.10
H (2.11786, 1.51377, -0.73319)  0.05
H (-0.81863, 2.21989, -4.19394)  0.11
H (-0.69271, 0.53701, -4.55562)  0.08
H (-0.21130, 1.79656, -5.83583)  0.09
C (-2.56095, -1.12326, -2.79561)  -0.02
O (-3.63422, -0.97076, -1.85541)  0.02
C (-3.25946, -0.95680, -0.58761)  -0.64
O (-2.12633, -0.96374, -0.18296)  0.03
O (-4.34644, -0.97374, 0.17553)  0.02
C (-4.07219, -1.02205, 1.57314)  -0.02
H (-2.92949, -0.75249, -3.74560)  0.09
H (-2.27884, -2.17376, -2.85683)  0.11
H (-1.68438, -0.54721, -2.49663)  0.07
H (-5.02918, -1.19203, 2.05675)  0.10
H (-3.69339, -0.05714, 1.91520)  0.10
H (-3.36134, -1.80839, 1.81007)  0.10

As for the spin multiplicity: 1. As for the energy above the lowest of the compared OMol25 structures with the same formula, charge and spin: 0.0 kcal/mol. As for the charge: -1.

(3)
# C11H23Cl2InOPS2

A structure of composition C11H23Cl2InOPS2 (the ωB97M-V functional and the def2-TZVPD basis, OMol25).

Last column: Löwdin charge in e.
Atoms and positions in Å:
In (0.38762, -1.43776, -0.11210)  0.37
C (2.29012, -5.11963, -2.08305)  -0.15
C (1.99887, -3.88526, -1.25021)  -0.75
S (0.38987, -3.24108, -1.62266)  0.58
C (2.88436, -3.38856, -0.36850)  -0.79
C (4.23257, -4.02862, -0.14989)  -0.14
S (2.64813, -1.97424, 0.65898)  0.58
H (1.44647, -5.35476, -2.72919)  0.05
H (2.47245, -5.99220, -1.45269)  0.08
H (3.16348, -4.97435, -2.72208)  0.08
H (4.38558, -4.90320, -0.77782)  0.06
H (4.34280, -4.33206, 0.89366)  0.07
H (5.02992, -3.31184, -0.35921)  0.07
Cl (-1.88909, -0.22713, -1.48925)  0.39
C (-3.00648, -0.98081, -2.70054)  -1.05
Cl (-2.20576, -2.20953, -3.69298)  0.40
H (-3.28287, -0.15960, -3.35405)  0.00
H (-3.86484, -1.42418, -2.05332)  -0.26
O (-0.11069, -0.06780, 1.22143)  -0.65
C (-2.50237, 2.69292, 2.93464)  -0.17
C (-1.90896, 1.34458, 2.53194)  -0.41
P (-0.66988, 1.46714, 1.17102)  0.79
C (-2.07025, 4.20278, -0.85635)  -0.11
C (-1.35060, 4.61271, -1.88764)  -0.09
C (0.68124, 2.31425, 2.10633)  -0.42
C (2.00482, 2.24559, 1.34937)  -0.17
H (-3.25691, 2.57386, 3.71411)  0.06
H (-2.98499, 3.17854, 2.08400)  0.05
H (-1.74050, 3.37404, 3.31868)  0.05
H (-2.70256, 0.69056, 2.16213)  0.08
H (-1.43674, 0.83927, 3.37976)  0.08
H (-1.77107, 4.43526, 0.15890)  0.03
H (-2.92667, 3.55130, -0.97453)  0.05
H (-0.47244, 5.23321, -1.75629)  0.04
H (-1.58462, 4.30340, -2.89892)  0.04
H (-4.81471, -1.94900, -1.18679)  -0.14
H (0.78053, 1.87189, 3.10312)  0.08
H (0.37602, 3.35870, 2.22935)  0.06
H (2.32930, 1.21004, 1.23051)  0.04
H (2.79889, 2.77745, 1.87710)  0.06
H (1.90995, 2.68411, 0.35301)  0.06

As for the spin multiplicity: 1. As for the energy above the lowest of the compared OMol25 structures with the same formula, charge and spin: 0.0 kcal/mol. As for the charge: -1.

(4)
# C11H23Cl3F6NO15PS3

A structure of composition C11H23Cl3F6NO15PS3 in a non-equilibrium geometry (the ωB97M-V functional and the def2-TZVPD basis, OMol25).

Last column: Löwdin charge in e.
Atoms and positions in Å:
N (23.91073, -10.46652, 26.41896)  0.23
H (24.46247, -9.70689, 26.04661)  -0.12
H (23.67596, -10.08563, 27.32445)  0.17
H (24.49636, -11.28783, 26.46975)  0.16
H (23.10676, -10.63679, 25.83179)  0.11
P (25.27684, -8.56189, 25.49438)  0.47
F (24.72332, -7.75020, 24.18712)  -0.42
F (23.85715, -8.49488, 26.20208)  -0.16
F (24.84432, -10.01398, 24.89399)  -0.16
F (25.66067, -9.44803, 26.79565)  -0.15
F (26.73931, -8.73793, 24.77839)  -0.17
F (25.67436, -7.14406, 26.16933)  -0.38
C (23.24833, -8.81522, 23.14181)  -1.46
Cl (22.49602, -7.75908, 24.26072)  0.93
Cl (23.13354, -8.29205, 21.46996)  0.61
Cl (22.46784, -10.41071, 23.32006)  0.59
H (24.33279, -8.90209, 23.20886)  0.02
C (25.96543, -7.17073, 28.13808)  -0.03
C (27.44539, -7.46456, 28.47911)  -0.18
C (27.79704, -8.83155, 29.02614)  -0.06
O (28.51134, -9.55297, 28.00221)  0.10
C (28.80832, -8.63751, 27.02731)  -0.42
O (29.50761, -8.89806, 26.04522)  0.09
O (28.16578, -7.44923, 27.23111)  0.01
H (25.29011, -7.09817, 28.99059)  0.14
H (25.44792, -7.90669, 27.52272)  0.08
H (25.82945, -6.18811, 27.68636)  0.07
H (27.93014, -6.69415, 29.07876)  0.17
H (26.84262, -9.30531, 29.25579)  0.13
H (28.35947, -8.70804, 29.95162)  0.14
C (24.94573, -5.75314, 26.52927)  -0.38
C (23.97942, -6.26258, 25.44657)  -0.29
O (22.89751, -5.34740, 25.31617)  -0.23
S (22.85538, -4.16643, 26.49854)  0.79
O (22.05111, -4.57912, 27.64157)  -0.26
O (22.72693, -2.80525, 25.94368)  -0.25
O (24.48151, -4.46280, 26.84708)  -0.17
H (25.99224, -5.72115, 26.22615)  0.10
H (24.80201, -6.44418, 27.35987)  0.09
H (23.58594, -7.19904, 25.84197)  0.01
H (24.50639, -6.41542, 24.50474)  0.08
C (27.04251, -10.70005, 25.84004)  -0.21
C (28.37522, -10.09588, 25.23183)  -0.27
O (28.74853, -10.97926, 24.24107)  -0.13
S (28.18583, -12.53992, 24.55780)  0.81
O (29.25410, -13.42706, 25.04611)  -0.25
O (27.28457, -12.95321, 23.45820)  -0.27
O (27.32895, -12.03900, 25.89815)  -0.16
H (26.28493, -10.48738, 25.08575)  0.09
H (26.72555, -10.20882, 26.76000)  0.08
H (29.17704, -10.09918, 25.97017)  0.06
H (28.35866, -9.06150, 24.88850)  0.10
C (27.85113, -6.97910, 25.10344)  -0.16
C (26.73799, -6.60386, 24.01060)  -0.11
O (27.06023, -5.25900, 23.66246)  -0.15
S (27.66054, -4.43638, 24.96724)  0.80
O (26.68986, -4.31662, 26.04581)  -0.23
O (28.50847, -3.29166, 24.64197)  -0.21
O (28.54021, -5.75186, 25.33607)  -0.15
H (28.51941, -7.80622, 24.86389)  0.12
H (27.32298, -7.18112, 26.03528)  0.07
H (25.71916, -6.62867, 24.39721)  0.05
H (26.71426, -7.37103, 23.23666)  0.15

As for the spin multiplicity: 1.

no.,E_LUMO (eV),HOMO level (eV)
1,-3.2,-12.73
2,1.9,-2.10
3,2.2,-2.44
4,-0.8,-8.68